[1]
{
  "formula": "C3H5O2S2",
  "method": "ωB97M-V/def2-TZVPD",
  "smiles": "CC(O)(O)C(=S)[S-]",
  "homo_lumo_gap_ev": 7.1850,
  "de_lowest_kj_mol": 79.7,
  "homo_energy_ev": -3.52,
  "total_charge": -1,
  "symbols": ["S", "S", "O", "O", "C", "C", "C", "H", "H", "H", "H", "H"],
  "positions_angstrom": [[2.03016, 1.55974, 0.33390], [1.95950, -1.38588, 0.64667], [-0.23840, -1.02439, -1.12584], [-0.42994, 1.21126, -1.01112], [-1.16876, -0.28481, 0.80638], [-0.11180, 0.04453, -0.26365], [1.34786, 0.04787, 0.22112], [0.30088, -0.78405, -1.87620], [-0.77451, -1.22052, 1.46408], [0.46589, 1.80261, -1.11043], [-2.09568, -0.50173, 0.29688], [-1.28519, 0.53536, 1.61821]],
  "atomic_forces_ev_per_a": [[0.89, 0.88, -0.09], [1.09, -1.48, 0.60], [-0.72, -1.20, -1.11], [1.86, 1.42, -0.01], [1.66, -0.14, 3.32], [-0.50, 0.54, -0.25], [-0.97, 1.19, 0.55], [0.27, -0.17, -0.49], [-1.01, 1.96, -1.94], [-2.40, -1.92, 1.02], [-0.27, -0.05, 0.07], [0.09, -1.03, -1.66]]
}

[2]
{
  "formula": "C3H5O2S2",
  "method": "ωB97M-V/def2-TZVPD",
  "smiles": "O=C([O-])CCSS",
  "homo_lumo_gap_ev": 7.2009,
  "de_lowest_kj_mol": 13.0,
  "homo_energy_ev": -4.22,
  "total_charge": -1,
  "symbols": ["S", "S", "O", "O", "C", "C", "C", "H", "H", "H", "H", "H"],
  "positions_angstrom": [[2.23255, -0.85227, -1.79815], [1.04293, 0.83928, -1.87109], [-0.83288, 0.44317, 2.22088], [-1.36668, -1.69896, 1.73912], [-0.92723, -0.17221, -0.04857], [0.14841, 0.87944, -0.28385], [-1.04774, -0.52595, 1.46057], [-1.89846, 0.17172, -0.40950], [2.69255, -0.78243, -0.54767], [0.90222, 0.86464, 0.50111], [-0.25856, 1.88958, -0.32061], [-0.68709, -1.05602, -0.64225]],
  "atomic_forces_ev_per_a": [[-0.36, -0.37, -0.24], [0.15, 0.23, -0.02], [0.09, 0.10, 0.25], [0.03, 0.10, -0.06], [0.37, -0.32, -0.37], [-0.05, -0.02, -0.17], [-0.24, -0.08, -0.09], [-0.02, 0.12, 0.05], [0.15, 0.30, 0.22], [-0.10, 0.01, 0.07], [-0.01, 0.10, 0.18], [-0.01, -0.17, 0.18]]
}

[3]
{
  "formula": "C3H5O2Sr",
  "method": "ωB97M-V/def2-TZVPD",
  "homo_lumo_gap_ev": 3.0036,
  "de_lowest_kj_mol": 600.9,
  "homo_energy_ev": -9.35,
  "total_charge": 1,
  "symbols": ["Sr", "O", "O", "C", "C", "C", "H", "H", "H", "H", "H"],
  "positions_angstrom": [[2.01346, 2.43993, -1.93952], [-0.75897, -1.02349, -1.50630], [1.18577, 0.18033, -1.52559], [-1.13399, -0.96570, 1.34862], [-0.05545, -0.15348, 0.62948], [0.02406, -0.43325, -0.89420], [-0.82252, -1.19302, 2.39564], [0.94561, -0.45223, 1.04074], [0.86554, 1.10000, -1.63990], [-2.13375, -0.47738, 1.32843], [-0.12977, 0.97829, 0.76260]],
  "atomic_forces_ev_per_a": [[2.44, 2.24, -0.35], [-0.55, -0.86, -1.48], [0.45, 1.00, -0.59], [0.73, 2.97, 0.81], [0.86, -1.79, -0.34], [-0.40, 0.69, 2.94], [-0.34, -0.38, -0.98], [-0.73, 0.42, -0.35], [-2.88, -3.10, 0.96], [0.45, -0.98, -0.36], [-0.05, -0.21, -0.26]]
}

no.,F_max (eV/A)
1,3.71
2,0.62
3,4.34